1.
Formula: C69H65FN6O3P3Ru
Source: the Open Molecules 2025 dataset
Level of theory: ωB97M-V/def2-TZVPD

The geometry in XYZ format:
```
148
C69H65FN6O3P3Ru, DFT ωB97M-V/def2-TZVPD
Ru -0.228 0.092 -0.533
C -2.257 -3.105 -1.440
N -1.724 -3.719 -0.271
C -2.097 -3.143 0.983
P -1.577 -1.309 1.360
C -3.003 -0.864 2.417
C -3.620 0.378 2.311
C -4.705 0.690 3.112
C -5.179 -0.226 4.032
C -4.554 -1.457 4.159
C -3.478 -1.783 3.353
C -0.261 -1.670 2.559
C 0.849 -2.373 2.093
C 1.892 -2.677 2.945
C 1.838 -2.272 4.271
C 0.744 -1.558 4.734
C -0.302 -1.246 3.883
C -1.311 -5.058 -0.300
C -0.285 -5.501 0.540
C 0.081 -6.833 0.558
C -0.575 -7.756 -0.243
C -1.590 -7.324 -1.079
C -1.951 -5.992 -1.122
P -1.155 -1.710 -2.088
C 0.266 -2.675 -2.676
C 1.420 -2.633 -1.898
C 2.545 -3.335 -2.278
C 2.523 -4.086 -3.444
C 1.381 -4.124 -4.228
C 0.249 -3.425 -3.849
C -2.044 -1.253 -3.606
C -3.416 -1.409 -3.790
C -4.002 -1.027 -4.984
C -3.230 -0.499 -6.007
C -1.869 -0.316 -5.817
C -1.279 -0.669 -4.618
H -3.246 -2.679 -1.236
H -2.312 -3.819 -2.266
H -1.731 -3.780 1.791
H -3.194 -3.099 1.046
H -3.235 1.115 1.624
H -5.176 1.655 3.009
H -6.027 0.020 4.655
H -4.901 -2.163 4.898
H -3.002 -2.745 3.467
H 0.881 -2.666 1.050
H 2.744 -3.235 2.583
H 2.646 -2.522 4.942
H 0.697 -1.255 5.770
H -1.146 -0.676 4.245
H 0.237 -4.799 1.172
H 0.880 -7.155 1.207
H -0.307 -8.800 -0.207
H -2.128 -8.032 -1.692
H -2.779 -5.699 -1.747
H 1.426 -2.008 -0.999
H 3.442 -3.296 -1.678
H 3.399 -4.637 -3.745
H 1.379 -4.688 -5.147
H -0.637 -3.452 -4.466
H -4.045 -1.834 -3.021
H -5.068 -1.146 -5.117
H -3.689 -0.229 -6.946
H -1.262 0.104 -6.605
H -0.222 -0.508 -4.452
C 1.320 2.084 6.964
C 2.603 2.017 6.141
C 3.618 1.105 6.829
C 4.912 1.072 6.032
C 4.622 0.620 4.637
C 5.574 -0.065 3.914
C 5.298 -0.485 2.618
F 6.229 -1.168 1.939
C 4.090 -0.226 2.029
C 3.108 0.468 2.742
C 1.831 0.726 2.073
O 1.675 0.357 0.888
C 0.884 1.412 2.886
C 1.200 1.781 4.167
N 2.366 1.541 4.768
C 3.358 0.887 4.065
C -0.536 1.685 2.451
O -1.197 2.515 3.047
O -0.981 0.956 1.495
H 1.589 2.219 8.009
H 0.756 1.159 6.877
H 0.687 2.920 6.683
H 3.029 3.026 6.059
H 3.205 0.097 6.913
H 3.810 1.477 7.835
H 5.635 0.408 6.501
H 5.352 2.072 6.004
H 6.536 -0.291 4.348
H 3.870 -0.568 1.031
H 0.433 2.298 4.722
C 4.234 3.009 -4.840
C 5.104 2.561 -3.670
C 4.803 3.375 -2.414
C 4.945 1.046 -3.418
N 3.607 0.720 -3.013
C 3.050 0.776 -1.792
N 1.772 0.479 -1.921
N 1.572 0.242 -3.215
N 2.648 0.381 -3.866
H 4.386 4.067 -5.029
H 3.178 2.851 -4.634
H 4.490 2.463 -5.744
H 6.154 2.711 -3.934
H 3.746 3.331 -2.153
H 5.056 4.417 -2.584
H 5.393 3.022 -1.570
H 5.638 0.717 -2.639
H 5.148 0.499 -4.341
H 3.556 1.014 -0.882
C -2.255 4.228 -5.436
C -1.281 4.639 -4.540
C -1.045 3.918 -3.383
C -1.811 2.790 -3.108
C -2.755 2.349 -4.034
C -2.978 3.070 -5.189
P -1.697 1.892 -1.526
C -1.130 3.185 -0.381
C 0.257 3.356 -0.328
C 0.805 4.319 0.496
C -0.024 5.107 1.278
C -1.395 4.917 1.253
C -1.955 3.953 0.430
C -3.467 1.630 -1.191
C -4.377 2.671 -1.363
C -5.719 2.457 -1.106
C -6.163 1.209 -0.697
C -5.266 0.166 -0.554
C -3.922 0.378 -0.800
H -2.455 4.811 -6.321
H -0.709 5.534 -4.732
H -0.291 4.253 -2.684
H -3.335 1.461 -3.828
H -3.725 2.733 -5.891
H 0.893 2.730 -0.951
H 1.876 4.459 0.528
H 0.400 5.869 1.912
H -2.037 5.519 1.879
H -3.023 3.797 0.434
H -4.035 3.638 -1.707
H -6.421 3.265 -1.226
H -7.212 1.049 -0.501
H -5.618 -0.806 -0.243
H -3.199 -0.427 -0.678
```

Summary:
**2S+1**: 2
**DFT total energy**: -120845.5270 eV
**HOMO-LUMO gap (spin up / spin down)**: 0.2049 / 0.2153 hartree
**Total charge**: +2

---

2.
Formula: C11H14NO5
Source: the Open Molecules 2025 dataset
Level of theory: ωB97M-V/def2-TZVPD

The geometry in XYZ format:
```
31
C11H14NO5, DFT ωB97M-V/def2-TZVPD
O 1.237 0.246 -0.915
O 1.207 -2.606 -3.625
O -0.108 1.061 -2.560
O -2.133 -0.141 3.187
O -0.555 -2.670 0.327
C 0.143 0.212 -1.670
C 0.939 -2.348 -2.465
C -0.981 -1.378 -0.061
C -1.718 -0.581 0.772
N -0.345 -2.334 -2.019
C -2.107 -1.132 2.158
C -0.753 -1.024 -1.501
C -1.698 3.367 0.102
C -2.373 0.793 0.330
C -1.465 2.026 0.790
C 1.485 -2.941 -1.210
C 0.014 -3.245 -0.873
H -1.288 0.311 3.176
H -1.296 -1.907 2.322
H -3.100 -1.579 2.003
H -1.696 -0.743 -1.972
H -2.769 3.489 -0.010
H -1.167 3.437 -0.878
H -1.361 4.284 0.708
H -2.573 0.827 -0.768
H -3.429 0.744 0.696
H -1.453 2.053 1.895
H -0.427 1.757 0.531
H 1.947 -2.240 -0.615
H 2.069 -3.795 -1.452
H -0.318 -4.223 -1.071
```

Summary:
**ΔE to the lowest compared entry with this formula, charge and spin**: 169.8 kJ/mol
**DFT total energy**: -23360.2452 eV
**HOMO-LUMO gap**: 0.2938 hartree
**Total charge**: -1

---

3.
Formula: C5H8N2
Source: the Open Molecules 2025 dataset
Level of theory: ωB97M-V/def2-TZVPD

The geometry in XYZ format:
```
15
C5H8N2, DFT ωB97M-V/def2-TZVPD
C 1.976 1.489 -0.277
N 0.760 0.802 0.068
C 0.010 0.015 -0.747
C -0.998 -0.515 0.057
C -1.945 -1.568 -0.302
C -0.701 -0.023 1.357
N 0.355 0.776 1.333
H 2.845 0.832 -0.165
H 2.071 2.339 0.397
H 1.916 1.841 -1.310
H 0.268 -0.180 -1.783
H -0.562 -1.760 -0.025
H -2.184 -1.794 -1.338
H -2.598 -2.013 0.448
H -1.214 -0.241 2.288
```

Summary:
**ΔE to the lowest compared entry with this formula, charge and spin**: 386.1 kJ/mol
**DFT total energy**: -8290.9950 eV
**HOMO-LUMO gap**: 0.2904 hartree
**Total charge**: 0

---

4.
Formula: C26H32CoN3O5S2Si
Source: the Open Molecules 2025 dataset
Level of theory: ωB97M-V/def2-TZVPD

The geometry in XYZ format:
```
70
C26H32CoN3O5S2Si, DFT ωB97M-V/def2-TZVPD
Co 0.721 -1.125 -0.102
C 3.818 5.304 1.593
Si 3.397 3.557 0.913
C 4.421 2.314 1.935
C 3.933 3.508 -0.919
C 1.534 3.335 1.130
C 0.686 4.315 1.604
C -0.677 4.064 1.746
C -1.134 2.807 1.408
N -0.355 1.850 0.933
C 0.951 2.093 0.782
S 1.942 0.874 0.099
H 4.881 5.509 1.524
H 3.538 5.396 2.638
H 3.303 6.081 1.039
H 5.483 2.536 1.882
H 4.265 1.312 1.554
H 4.126 2.321 2.980
H 4.991 3.728 -1.034
H 3.375 4.222 -1.517
H 3.746 2.519 -1.322
H 1.078 5.288 1.864
H -1.357 4.822 2.105
H -2.182 2.546 1.507
O -1.257 -0.314 -0.386
C -2.396 -1.153 -0.384
C -1.847 -2.583 -0.842
O -2.618 -3.408 -1.304
O -0.619 -2.740 -0.624
C -3.446 -0.543 -1.302
C -4.515 -1.268 -1.817
C -5.508 -0.644 -2.551
C -5.446 0.715 -2.806
C -4.357 1.435 -2.350
C -3.367 0.815 -1.610
C -3.012 -1.374 0.990
C -2.564 -0.694 2.119
C -3.201 -0.861 3.338
C -4.283 -1.714 3.461
C -4.702 -2.433 2.355
C -4.065 -2.275 1.140
H -1.308 0.429 0.254
H -4.556 -2.333 -1.670
H -6.340 -1.226 -2.927
H -6.234 1.210 -3.359
H -4.271 2.493 -2.565
H -2.525 1.398 -1.273
H -1.707 -0.043 2.080
H -2.846 -0.322 4.206
H -4.792 -1.830 4.410
H -5.528 -3.129 2.438
H -4.381 -2.869 0.301
O 2.090 -2.484 0.942
C 1.439 -2.276 1.986
O 0.488 -1.491 2.077
H 1.749 -2.837 2.903
C 2.295 -4.904 -1.202
N 1.658 -3.764 -1.811
C 2.317 -2.706 -2.297
S 1.502 -1.257 -2.546
N 3.601 -2.844 -2.679
C 4.352 -1.816 -3.348
H 1.523 -5.521 -0.754
H 2.992 -4.598 -0.418
H 2.820 -5.507 -1.949
H 0.728 -3.532 -1.436
H 4.038 -3.746 -2.582
H 3.928 -0.852 -3.074
H 4.288 -1.923 -4.435
H 5.396 -1.860 -3.042
```

Summary:
**2S+1**: 4
**ΔE to the lowest compared entry with this formula, charge and spin**: 30.2 kJ/mol
**DFT total energy**: -109371.0557 eV
**HOMO-LUMO gap (spin up / spin down)**: 0.2739 / 0.2754 hartree
**Total charge**: -1

---

5.
Formula: C4H6N2
Source: the Open Molecules 2025 dataset
Level of theory: ωB97M-V/def2-TZVPD

The geometry in XYZ format:
```
12
C4H6N2, DFT ωB97M-V/def2-TZVPD
C 1.181 -2.042 -1.233
C 1.176 -0.745 -1.064
C -0.639 1.316 0.783
C -0.437 1.071 -0.649
N -0.182 -0.030 0.975
N 0.173 -0.034 -0.393
H 1.900 -2.612 -1.895
H 1.616 -0.015 -1.642
H 0.145 1.938 1.157
H -1.637 1.437 1.191
H -0.255 1.857 -1.431
H 0.691 -2.538 -0.351
```

Summary:
**ΔE to the lowest compared entry with this formula, charge and spin**: 552.5 kJ/mol
**DFT total energy**: -7219.8652 eV
**HOMO-LUMO gap (spin up / spin down)**: 0.2898 / 0.2900 hartree
**Total charge**: 0

---

6.
Formula: C5H8N2S
Source: the Open Molecules 2025 dataset
Level of theory: ωB97M-V/def2-TZVPD

The geometry in XYZ format:
```
16
C5H8N2S, DFT ωB97M-V/def2-TZVPD
C -0.805 -0.176 0.150
C 0.464 -1.077 0.431
C 1.702 0.005 0.485
C 1.045 1.238 -0.205
C -0.328 1.198 -0.004
H -3.966 -1.219 -0.876
H -3.357 0.468 0.123
H 0.625 -1.922 -0.331
H 0.268 -1.494 1.537
H 1.944 0.324 1.446
H 4.063 0.159 -0.246
H 1.390 2.161 -0.805
H -0.986 2.021 -0.252
N -3.137 -0.260 -0.581
N -1.964 -0.847 -0.283
S 3.041 -0.578 -0.588
```

Summary:
**ΔE to the lowest compared entry with this formula, charge and spin**: 492.3 kJ/mol
**DFT total energy**: -19125.3193 eV
**HOMO-LUMO gap**: 0.2947 hartree
**Total charge**: 0

---

7.
Formula: C25H27As2InN4O
Source: the Open Molecules 2025 dataset
Level of theory: ωB97M-V/def2-TZVPD

The geometry in XYZ format:
```
60
C25H27As2InN4O, DFT ωB97M-V/def2-TZVPD
In -0.022 -0.066 0.453
C 3.976 0.475 -0.878
As 2.694 -0.189 0.399
C 3.244 -2.027 0.682
C 3.119 0.682 2.079
C 4.350 1.322 2.196
C 4.698 1.968 3.374
C 3.817 1.983 4.444
C 2.588 1.346 4.336
C 2.228 0.692 3.162
As 0.514 -0.206 3.094
C -0.685 0.883 4.144
C 0.794 -1.787 4.172
H 4.963 0.098 -0.619
H 3.977 1.562 -0.887
H 3.694 0.110 -1.862
H 4.225 -2.027 1.152
H 3.296 -2.547 -0.273
H 2.531 -2.534 1.329
H 5.051 1.323 1.371
H 5.660 2.459 3.453
H 4.083 2.489 5.363
H 1.909 1.364 5.180
H -0.435 0.814 5.200
H -1.700 0.524 3.988
H -0.615 1.915 3.809
H 1.280 -1.473 5.093
H 1.428 -2.498 3.647
H -0.165 -2.248 4.400
O -2.013 -0.086 0.244
C -2.911 0.897 0.077
C -4.249 0.504 -0.027
C -5.259 1.430 -0.156
C -4.963 2.795 -0.185
C -3.653 3.191 -0.104
C -2.599 2.265 0.015
C -1.230 2.770 0.027
N -0.091 2.105 0.269
C 0.961 3.009 0.161
C 0.458 4.224 -0.134
N -0.906 4.054 -0.216
H -4.463 -0.556 0.002
H -6.285 1.096 -0.230
H -5.752 3.529 -0.269
H -3.444 4.255 -0.115
H 1.984 2.727 0.333
H 0.936 5.177 -0.284
H -1.564 4.778 -0.456
N -0.358 -7.530 -1.084
C -0.328 -6.398 -0.892
C -0.274 -4.983 -0.636
C 0.398 -4.135 -1.509
C 0.450 -2.791 -1.208
N -0.125 -2.277 -0.111
C -0.801 -3.094 0.712
C -0.892 -4.451 0.491
H 0.864 -4.517 -2.407
H 0.961 -2.100 -1.865
H -1.300 -2.633 1.554
H -1.440 -5.087 1.172
```

Summary:
**ΔE to the lowest compared entry with this formula, charge and spin**: 26.9 kJ/mol
**DFT total energy**: -161208.8438 eV
**HOMO-LUMO gap**: 0.2639 hartree
**Total charge**: +2

---

8.
Formula: C38H47ClN7O8S2V
Source: the Open Molecules 2025 dataset
Level of theory: ωB97M-V/def2-TZVPD

The geometry in XYZ format:
```
104
C38H47ClN7O8S2V, DFT ωB97M-V/def2-TZVPD
V -11.119 9.710 20.324
O -11.477 11.894 20.310
S -12.150 11.808 21.650
O -13.465 12.408 21.605
O -12.126 10.307 22.049
C -11.103 12.655 22.749
C -11.731 13.808 23.183
C -11.097 14.515 24.135
C -9.891 14.055 24.695
C -9.143 13.055 24.073
C -9.739 12.348 23.033
S -8.566 11.328 21.933
O -7.600 10.790 22.880
O -8.070 12.297 20.981
O -9.341 10.204 21.259
H -12.688 14.058 22.813
H -11.524 15.467 24.450
H -9.440 14.528 25.503
H -8.214 12.668 24.519
C -7.492 6.111 19.305
C -8.210 7.172 20.160
C -8.878 6.590 21.386
C -8.137 5.891 22.384
C -8.804 5.330 23.472
C -10.192 5.361 23.571
C -10.971 6.146 22.682
C -12.395 6.491 23.004
C -12.992 5.460 24.027
C -10.294 6.814 21.649
N -11.116 7.572 20.777
C -11.770 6.974 19.777
C -12.991 7.678 19.426
C -14.381 7.331 19.509
C -15.113 8.520 19.504
C -14.184 9.540 19.446
N -12.902 9.095 19.308
H -6.789 5.451 19.926
H -6.984 6.643 18.472
H -8.244 5.487 18.852
H -8.742 7.854 19.511
H -7.480 7.892 20.525
H -7.039 5.869 22.378
H -8.217 4.932 24.316
H -10.672 4.802 24.373
H -13.107 6.488 22.132
H -12.447 7.487 23.442
H -14.041 5.697 24.244
H -12.476 5.385 24.967
H -12.870 4.458 23.601
H -11.530 5.920 19.369
H -14.763 6.346 19.402
H -16.155 8.638 19.641
H -14.328 10.616 19.590
C -4.055 14.412 14.797
C -4.182 15.409 15.904
C -2.932 16.346 15.898
C -4.248 14.669 17.227
C -5.521 16.310 15.796
O -5.578 17.059 17.008
C -5.429 17.378 14.635
C -6.561 18.368 14.475
C -7.001 18.501 13.033
C -6.070 18.611 11.983
C -6.440 18.411 10.652
C -7.781 18.163 10.389
Cl -8.338 17.781 8.778
C -8.726 18.304 11.442
C -8.328 18.498 12.750
C -6.795 15.419 15.515
N -7.811 15.432 16.564
C -9.199 15.434 16.630
N -9.609 15.106 17.827
C -8.471 14.973 18.547
N -7.359 15.188 17.815
H -3.009 14.135 14.527
H -4.593 14.745 13.849
H -4.529 13.476 15.114
H -2.006 15.815 16.145
H -3.007 17.220 16.634
H -2.767 16.669 14.863
H -3.479 13.926 17.310
H -5.196 14.089 17.342
H -4.025 15.290 18.104
H -6.150 16.400 17.514
H -5.392 16.799 13.685
H -4.480 18.001 14.724
H -6.241 19.310 14.895
H -7.459 18.091 15.054
H -5.079 18.980 12.319
H -5.721 18.394 9.905
H -9.833 18.288 11.179
H -9.061 18.623 13.552
H -6.501 14.364 15.259
H -7.144 15.818 14.576
H -9.760 15.466 15.713
H -8.429 14.813 19.645
N -10.294 11.628 17.411
C -10.319 10.300 17.368
N -10.418 9.658 16.176
O -10.218 9.603 18.443
H -10.269 12.176 16.552
H -10.584 12.132 18.249
H -10.513 10.249 15.334
H -11.020 8.823 16.143
```

Summary:
**2S+1**: 4
**ΔE to the lowest compared entry with this formula, charge and spin**: 107.9 kJ/mol
**DFT total energy**: -126862.4422 eV
**HOMO-LUMO gap (spin up / spin down)**: 0.1924 / 0.2261 hartree
**Total charge**: -1